Entry 1:
C8H28N2O5 | wB97M-V/def2-TZVPD

## Properties
SMILES string: COC[C@H](C)N.COC[C@H](C)N.O.O.O

Last column: Löwdin charge in e.
CARTESIAN COORDINATES (ANGSTROEM)
C (-3.35, 2.30, 1.53)  -0.04
C (-1.99, 2.23, 2.21)  -0.41
C (-1.93, 1.07, 3.18)  -0.22
O (-2.96, 1.23, 4.13)  -0.18
C (-2.86, 0.33, 5.21)  -0.11
N (-0.93, 2.02, 1.20)  0.02
H (-3.65, 1.31, 1.19)  0.07
H (-3.30, 2.94, 0.64)  0.08
H (-4.10, 2.72, 2.19)  0.08
H (-1.82, 3.17, 2.76)  0.14
H (-0.94, 1.05, 3.68)  0.13
H (-2.04, 0.13, 2.63)  0.12
H (-2.62, -0.68, 4.86)  0.09
H (-3.82, 0.31, 5.72)  0.09
H (-2.08, 0.64, 5.92)  0.09
H (-0.03, 2.30, 1.57)  0.09
H (-1.07, 2.67, 0.43)  0.09
C (4.64, -0.03, -3.74)  -0.06
C (4.63, -1.27, -2.85)  -0.45
C (3.24, -1.52, -2.29)  -0.24
O (2.88, -0.43, -1.48)  -0.18
C (1.51, -0.44, -1.17)  -0.11
N (5.01, -2.44, -3.63)  0.03
H (4.47, 0.88, -3.16)  0.08
H (3.89, -0.12, -4.53)  0.08
H (5.63, 0.11, -4.19)  0.07
H (5.28, -1.09, -1.98)  0.14
H (3.24, -2.45, -1.70)  0.13
H (2.53, -1.66, -3.12)  0.13
H (0.88, -0.33, -2.06)  0.07
H (1.31, 0.34, -0.44)  0.08
H (1.20, -1.40, -0.73)  0.10
H (5.02, -3.27, -3.04)  0.07
H (5.98, -2.35, -3.94)  0.07
O (-1.72, -0.57, 0.23)  -0.09
H (-1.61, -0.68, -0.73)  0.00
H (-1.37, 0.32, 0.44)  0.00
O (-1.73, -0.88, -2.61)  -0.04
H (-1.21, -0.78, -3.42)  0.05
H (-2.56, -1.25, -2.91)  0.06
O (-3.99, -1.85, 1.30)  -0.08
H (-4.43, -1.15, 1.79)  0.02
H (-3.23, -1.42, 0.88)  -0.02

Entry 2:
C8H29N14O10 | wB97M-V/def2-TZVPD

## Properties
Charge: -1

Last column: Löwdin charge in e.
CARTESIAN COORDINATES (ANGSTROEM)
O (-29.75, -1.91, -15.36)  0.07
C (-29.37, -0.87, -16.06)  -0.95
O (-30.29, -0.44, -16.73)  -0.06
O (-28.18, -0.52, -16.31)  -0.10
H (-30.53, -1.77, -15.90)  0.05
C (-29.50, 1.65, -21.84)  -0.76
O (-29.17, 2.50, -22.62)  0.04
N (-30.54, 1.71, -20.98)  0.14
N (-28.79, 0.64, -21.41)  0.14
H (-30.67, 0.95, -20.33)  0.10
H (-31.19, 2.48, -20.96)  0.11
H (-27.92, 0.37, -21.84)  0.11
H (-28.96, 0.14, -20.55)  0.11
C (-25.92, 5.34, -13.90)  -0.71
O (-25.43, 6.45, -13.55)  -0.04
N (-26.44, 5.13, -15.08)  0.16
N (-25.67, 4.20, -13.21)  0.14
H (-26.50, 4.14, -15.25)  0.11
H (-26.50, 5.85, -15.78)  0.13
H (-26.21, 3.37, -13.42)  0.10
H (-25.40, 4.32, -12.24)  0.11
C (-34.93, -3.30, -19.06)  -0.85
O (-35.86, -2.51, -19.06)  0.02
N (-34.07, -3.41, -18.18)  0.18
N (-34.74, -4.18, -20.01)  0.15
H (-33.39, -4.15, -18.23)  0.13
H (-33.93, -2.55, -17.67)  0.14
H (-34.05, -4.91, -19.96)  0.11
H (-35.32, -4.08, -20.83)  0.12
C (-26.25, -5.75, -13.23)  -0.79
O (-25.79, -6.79, -12.89)  0.04
N (-26.79, -4.85, -12.36)  0.14
N (-26.33, -5.43, -14.48)  0.17
H (-26.73, -5.10, -11.38)  0.10
H (-27.13, -3.91, -12.52)  0.10
H (-26.89, -4.62, -14.70)  0.11
H (-26.10, -6.06, -15.23)  0.12
C (-31.69, 6.22, -17.10)  -0.73
O (-32.44, 6.05, -18.05)  0.04
N (-31.37, 7.31, -16.41)  0.13
N (-31.00, 5.26, -16.49)  0.14
H (-31.91, 8.12, -16.67)  0.11
H (-31.00, 7.30, -15.47)  0.10
H (-31.15, 4.28, -16.70)  0.12
H (-30.47, 5.57, -15.69)  0.09
C (-34.12, -6.85, -12.84)  -0.89
O (-33.92, -8.00, -12.93)  0.09
N (-33.30, -5.86, -12.64)  0.17
N (-35.29, -6.39, -12.95)  0.15
H (-33.46, -4.89, -12.87)  0.11
H (-32.32, -6.11, -12.63)  0.12
H (-35.81, -7.10, -13.44)  0.13
H (-35.62, -5.45, -12.80)  0.12
C (-24.11, -3.13, -20.17)  -0.83
O (-24.53, -4.06, -19.52)  0.04
N (-23.50, -3.21, -21.30)  0.16
N (-24.37, -1.89, -19.91)  0.16
H (-23.30, -4.11, -21.71)  0.13
H (-23.28, -2.32, -21.72)  0.11
H (-23.67, -1.25, -20.26)  0.11
H (-25.00, -1.81, -19.12)  0.13

Entry 3:
C8H29N8O7 | wB97M-V/def2-TZVPD

## Properties
Charge: -1

Last column: Löwdin charge in e.
CARTESIAN COORDINATES (ANGSTROEM)
O (-1.03, 0.42, -0.63)  -0.39
H (-0.13, 0.31, -0.30)  -0.08
C (4.39, -1.25, -1.25)  -0.68
O (3.93, -1.15, -2.36)  0.06
N (5.68, -1.70, -1.02)  0.13
N (3.66, -1.11, -0.09)  0.15
H (6.21, -2.00, -1.82)  0.09
H (6.22, -1.51, -0.20)  0.08
H (4.06, -1.36, 0.79)  0.09
H (2.69, -0.86, -0.25)  0.07
C (-3.24, 1.68, -3.19)  -0.70
O (-3.92, 2.34, -3.98)  -0.02
N (-2.29, 2.21, -2.38)  0.15
N (-3.32, 0.32, -3.12)  0.15
H (-2.13, 3.19, -2.39)  0.09
H (-1.85, 1.55, -1.72)  0.03
H (-4.13, -0.10, -3.54)  0.09
H (-2.82, -0.16, -2.39)  0.07
C (-4.24, -0.83, 1.24)  -0.69
O (-5.35, -0.67, 1.73)  -0.01
N (-3.73, -0.04, 0.25)  0.15
N (-3.36, -1.80, 1.64)  0.15
H (-4.25, 0.77, -0.05)  0.10
H (-2.72, -0.03, 0.12)  0.03
H (-3.48, -2.45, 2.39)  0.09
H (-2.47, -1.77, 1.17)  0.06
C (2.15, 2.95, -1.48)  -0.68
O (2.97, 3.34, -2.29)  0.01
N (2.33, 1.91, -0.62)  0.17
N (0.86, 3.45, -1.45)  0.16
H (3.21, 1.44, -0.68)  0.08
H (1.72, 1.71, 0.16)  0.06
H (0.68, 4.16, -2.13)  0.09
H (0.19, 3.06, -0.81)  0.07
C (0.78, -3.88, 0.67)  -0.09
C (0.50, -2.41, 0.84)  -0.31
O (0.63, -1.77, -0.44)  -0.13
H (0.56, -4.43, 1.59)  0.07
H (1.84, -4.06, 0.46)  0.07
H (0.15, -4.32, -0.10)  0.08
H (1.25, -1.91, 1.46)  0.09
H (-0.54, -2.30, 1.17)  0.08
H (-0.10, -1.11, -0.59)  0.03
C (-0.14, 0.41, 3.37)  -0.09
C (-0.17, 1.82, 2.80)  -0.32
O (0.09, 1.91, 1.42)  -0.12
H (-0.41, 0.39, 4.43)  0.07
H (0.88, 0.02, 3.31)  0.07
H (-0.86, -0.25, 2.87)  0.06
H (0.61, 2.40, 3.31)  0.11
H (-1.12, 2.30, 3.06)  0.11
H (-0.42, 1.18, 0.99)  0.03

Here are the calculated HOMO level numbers, same order: -9.5; -5.0; -6.5 (eV).
Here are the calculated energy relative to the best compared isomer or geometry (same formula, charge and spin) numbers, same order: 0.0; 776.7; 0.0 (kJ/mol).
Here are the calculated largest force on an atom numbers, same order: 0.015; 0.172; 0.033 (Eh/bohr).